Entry from OMol25: the molecule C5H5N at a distorted geometry (ωB97M-V/def2-TZVPD).

Structure (XYZ):
```
11
C5H5N (ωB97M-V/def2-TZVPD)
C -2.2986 0.3172 0.8821
C -2.2396 0.0422 -0.5549
C -1.1184 -0.0795 0.1685
C 0.2714 -0.4133 0.1290
C 1.2719 0.7181 0.2170
N 0.4882 -1.6678 0.1252
H -2.4315 0.1987 -1.6091
H 2.1523 0.1664 -0.2381
H 0.9906 1.6289 -0.3105
H 1.5066 1.0198 1.1669
H 1.4071 -1.9307 0.0238
```

## Properties
HOMO-LUMO gap (alpha / beta) (eV): 7.0 / 8.7
LUMO energy (alpha / beta) (Eh): 0.035 / -0.061
Total charge: 0
2S+1: 3
Energy above the lowest of the compared OMol25 structures with the same formula, charge and spin (kcal per mole): 63.5
Highest occupied orbital energy (alpha / beta) (eV): -6.05 / -10.37
Calculated total energy (hartree): -247.97990

***

Entry from OMol25: C25H41Cl3N3O3SSiV as an isolated structure at a distorted geometry (ωB97M-V/def2-TZVPD).

Structure (XYZ):
```
78
C25H41Cl3N3O3SSiV (ωB97M-V/def2-TZVPD)
C -0.5528 0.3519 -5.5388
C -1.4216 -0.2523 -4.4660
H -1.0598 0.3097 -6.4971
H 0.3836 -0.2008 -5.6059
H -0.3436 1.4025 -5.3253
C -2.5619 -0.9860 -4.7852
C -2.7688 -1.7561 -6.0241
H -3.4307 -0.9199 -4.1421
H -2.1021 -2.6242 -6.1076
H -2.6931 -1.2025 -6.9697
H -3.7867 -2.1516 -5.9906
V 1.3265 0.4828 1.2265
Cl 1.4018 2.7610 0.9079
Cl 2.6001 -1.1325 2.0823
H 1.7603 0.4421 6.1583
H 4.1384 3.3002 5.8737
C 2.8393 0.5466 5.9689
C 4.2892 2.4594 5.1797
N 3.0781 1.6624 5.0647
H 3.2047 -0.4005 5.5336
C 2.3001 1.7852 3.9763
O 1.3309 1.0322 3.7535
H 4.5127 2.8724 4.1862
H 2.5839 2.5985 3.2860
H 3.3645 0.7383 6.9097
H 5.1300 1.8466 5.5277
H 0.7373 -3.3168 -2.0984
H -2.3939 -3.5886 -2.3055
C 0.3163 -3.9738 -1.3247
C -2.1764 -3.9422 -1.2892
N -0.9182 -3.4128 -0.8059
H 1.0288 -4.0610 -0.5011
C -0.8975 -2.7941 0.4127
O 0.0447 -2.8168 1.2067
H -2.9860 -3.6107 -0.6253
H -1.8244 -2.2343 0.6456
H 0.1001 -4.9521 -1.7643
H -2.1469 -5.0408 -1.3140
O -0.5322 -0.6940 -3.2635
C -1.2705 0.4624 -3.0564
C -3.1836 -0.6197 -1.7803
C -2.4136 0.5028 -2.1232
H -3.0143 -1.5652 -2.2960
C -4.2193 -0.5230 -0.8341
H -0.6321 1.3488 -3.0609
C -2.8177 1.7595 -1.6232
H -4.7550 -1.4278 -0.5234
C -4.5513 0.7240 -0.2900
C -3.8834 1.8734 -0.7223
H -2.3140 2.6438 -1.9861
H -5.3590 0.7973 0.4550
H -4.1805 2.8500 -0.3431
Si 2.9418 -0.3818 -1.4866
Cl 0.7109 -0.1941 -0.7363
C 3.6712 -2.0339 -1.0488
C 3.8560 0.6749 -0.2125
C 3.1293 0.2417 -3.2132
H 2.9733 -2.8736 -1.0840
H 4.0982 -2.0077 -0.0331
H 4.5055 -2.2212 -1.7429
H 2.8105 -0.5046 -3.9520
H 4.1968 0.4585 -3.3786
H 2.5634 1.1683 -3.3690
H 3.2946 1.3776 0.4225
H 4.5486 1.2719 -0.8114
H 4.4558 0.0398 0.4450
S -0.9864 0.2170 1.8366
C -1.4300 1.4120 2.9556
N -1.0903 2.7212 2.7241
C -0.9906 3.6257 3.7371
C -1.3420 3.2458 5.0131
C -1.9420 1.9964 5.2246
C -2.0473 1.1004 4.1707
H -0.6501 2.9474 1.8231
H -0.5960 4.5989 3.4531
H -1.1561 3.9295 5.8349
H -2.3080 1.7210 6.2105
H -2.4976 0.1153 4.2457
```

## Properties
HOMO-LUMO gap (eV): 3.6
LUMO energy (Eh): 0.078
Total charge: -1
2S+1: 4
Energy above the lowest of the compared OMol25 structures with the same formula, charge and spin (kcal per mole): 129.5
Highest occupied orbital energy (eV): -1.47
Calculated total energy (hartree): -4379.51830

***

Entry from OMol25: the molecule C2H7NOSi2 at a distorted geometry (ωB97M-V/def2-TZVPD).

Structure (XYZ):
```
13
C2H7NOSi2 (ωB97M-V/def2-TZVPD)
C -0.0575 -0.1754 -0.3521
C 0.0218 -0.3236 1.1082
N -1.4058 -0.5138 -0.5512
O 0.6875 0.3642 -1.1888
Si -1.7014 -0.8447 1.1555
Si 2.1468 1.3527 -1.5022
H 1.0160 -0.8237 1.5015
H 0.1132 0.7819 1.5723
H -1.9188 -0.0200 -1.3518
H -2.1951 -2.3319 1.5392
H -2.4446 0.2438 1.6862
H 2.4380 1.0800 -2.8856
H 3.2999 1.2105 -0.7311
```

## Properties
HOMO-LUMO gap (alpha / beta) (eV): 6.0 / 6.0
LUMO energy (alpha / beta) (Eh): 0.011 / 0.011
Total charge: 0
Energy above the lowest of the compared OMol25 structures with the same formula, charge and spin (kcal per mole): 64.2
Highest occupied orbital energy (alpha / beta) (eV): -5.69 / -5.69
Calculated total energy (hartree): -789.26072

***

Entry from OMol25: C18H26N2O3 as an isolated structure at a distorted geometry (ωB97M-V/def2-TZVPD).

Structure (XYZ):
```
49
C18H26N2O3 (ωB97M-V/def2-TZVPD)
C 3.2924 -1.4897 1.8146
H 2.8920 -0.5405 2.0361
H 3.7424 -1.9915 2.4770
H 4.0275 -1.3644 0.9217
C 2.3638 -2.5533 1.1611
N 1.2367 -2.6819 2.3493
C -0.0223 -2.2030 2.3842
O -0.9266 -2.6576 3.0600
C -0.6132 -1.6017 0.9846
H -0.1230 -1.8614 0.0509
C -0.3887 -0.0732 1.2609
N -0.7187 0.6910 0.1394
C -1.9094 0.7370 -0.1430
C -2.6999 -0.6307 -0.2368
C -2.1022 -1.6593 0.8001
H -2.5403 -1.1902 1.9582
H -2.2923 -2.5011 0.6965
H -3.6445 -0.5994 -0.2143
H -2.3633 -1.0368 -1.3223
H -2.4307 1.4735 -0.7690
H -2.5188 1.0824 0.8499
C 0.0023 0.7290 -0.9207
C -0.3017 1.8875 -1.9875
C -0.1685 3.2420 -1.3726
C -0.5024 4.0644 -2.4845
C -0.7004 4.0860 -3.7237
C -0.5563 2.7875 -4.1909
C -0.6673 1.6177 -3.4154
H -0.5289 0.6902 -3.6586
O -1.0343 2.8818 -5.4794
C -1.2979 4.1193 -5.8429
O -0.8999 4.8326 -4.7190
H -0.5166 4.4671 -6.6043
H -2.0824 4.3617 -6.1809
H -0.2341 5.2722 -1.9252
H -0.0901 3.3143 -0.4856
H -0.1245 -0.3429 -1.7873
H 1.1111 0.8992 -0.6835
H 0.8402 0.0777 1.3062
H -0.7674 0.3219 2.2775
C 1.5643 -3.2923 3.4985
C 1.6402 -2.5385 4.9683
H 2.0395 -3.2733 5.6326
H 2.6267 -1.8515 4.5932
H 0.7380 -2.2409 4.9660
H 2.4669 -3.9243 3.0978
H 0.7992 -4.0854 3.6108
H 1.8680 -1.9093 0.3139
H 2.5161 -3.5418 0.9379
```

## Properties
HOMO-LUMO gap (eV): 8.3
LUMO energy (Eh): 0.021
Total charge: 0
Energy above the lowest of the compared OMol25 structures with the same formula, charge and spin (kcal per mole): 492.2
Highest occupied orbital energy (eV): -7.73
Calculated total energy (hartree): -1036.01716

***

Entry from OMol25: a 2-piece molecular cluster, C5H14 overall at a distorted geometry (ωB97M-V/def2-TZVPD).

Structure (XYZ):
```
19
C5H14 (ωB97M-V/def2-TZVPD)
C 1.2603 0.6635 -0.8076
C 1.8031 -0.4142 -1.6549
C 1.7840 2.0541 -1.2485
H 0.1036 0.5943 -0.9545
H 1.6757 0.6933 0.3354
H 2.8604 -0.4855 -1.9033
H 2.5878 1.9978 -1.9308
H 1.0816 2.7420 -1.6875
H 1.3975 -0.3262 -2.7181
H 1.5223 -1.3214 -1.2630
H 2.1516 2.7190 -0.4558
C -2.8588 -0.6607 2.0809
C -1.8669 -1.6156 1.5430
H -3.9561 -0.9399 2.0154
H -2.8012 -0.7045 3.1864
H -2.8285 0.3421 1.6537
H -2.1116 -2.6632 1.8934
H -0.8658 -1.4525 1.9179
H -1.5470 -1.3581 0.4340
```

## Properties
HOMO-LUMO gap (eV): 11.9
LUMO energy (Eh): 0.039
Total charge: 0
Energy above the lowest of the compared OMol25 structures with the same formula, charge and spin (kcal per mole): 38.8
Highest occupied orbital energy (eV): -10.81
SMILES: CCC.CC
Calculated total energy (hartree): -198.82738

***

Entry from OMol25: the molecule C26H34N2O5 (ωB97M-V/def2-TZVPD).

Structure (XYZ):
```
67
C26H34N2O5 (ωB97M-V/def2-TZVPD)
C 3.8528 -7.4028 -0.8445
H 3.8406 -7.1549 -1.9034
C 2.6373 -6.8133 -0.1427
C 2.6049 -5.2932 -0.2701
O 1.4417 -4.8439 0.4021
C 1.1408 -3.5247 0.5234
C 0.0014 -3.2716 1.2820
C -0.4673 -1.9911 1.5043
C 0.2164 -0.9142 0.9680
C 1.3611 -1.1478 0.2151
C 1.8358 -2.4284 -0.0270
O 2.9518 -2.6720 -0.7866
C 3.6414 -1.5792 -1.3438
H 4.0392 -0.9152 -0.5704
H 4.4675 -2.0163 -1.9031
H 3.0061 -1.0046 -2.0250
H 1.8798 -0.2948 -0.1908
C -0.2333 0.5232 1.1563
N -1.5012 0.6476 1.8339
C -2.6496 0.4580 1.1624
O -3.7555 0.5479 1.6542
C -2.4218 0.0948 -0.3024
N -1.4029 0.9223 -0.9120
C -0.2854 1.1981 -0.2230
O 0.6394 1.8830 -0.6166
C -1.6375 1.4404 -2.2654
C -1.9139 2.9566 -2.2300
C -0.7593 3.8778 -2.6235
H -0.9732 4.8647 -2.2056
C -0.6010 4.0337 -4.1352
H -0.0022 4.9262 -4.3331
H -1.5855 4.1976 -4.5820
C 0.0751 2.8530 -4.8250
H 0.1275 3.0642 -5.8964
H 1.0998 2.7632 -4.4575
C -0.6383 1.5186 -4.6209
C -0.5049 0.9899 -3.1924
H 0.4499 1.3079 -2.7782
H -0.5142 -0.1039 -3.2004
H -1.6923 1.6149 -4.8892
H -0.1935 0.7898 -5.3024
H 0.1676 3.5269 -2.1738
H -2.2288 3.2011 -1.2124
H -2.7613 3.1715 -2.8854
H -2.5531 0.9469 -2.6086
H -3.3691 0.2308 -0.8256
H -2.1423 -0.9671 -0.3565
C -1.5150 1.0999 3.2160
C -1.0961 2.5294 3.3038
C -1.7883 3.6850 3.0908
C -0.8536 4.7386 3.2372
C 0.3358 4.1451 3.5214
O 0.2023 2.8093 3.5603
H 1.3118 4.5456 3.7101
H -1.0450 5.7875 3.1431
H -2.8314 3.7675 2.8644
H -2.5425 0.9846 3.5692
H -0.8390 0.4742 3.8055
H 0.5242 1.0598 1.7388
H -1.3573 -1.8437 2.0966
H -0.5140 -4.1241 1.6946
H 3.5018 -4.8572 0.1838
H 2.5732 -5.0042 -1.3265
H 2.6507 -7.0752 0.9163
H 1.7208 -7.2188 -0.5740
H 4.7710 -7.0115 -0.4123
H 3.8592 -8.4850 -0.7444
```

## Properties
HOMO-LUMO gap (eV): 8.8
LUMO energy (Eh): 0.025
Total charge: 0
Energy above the lowest of the compared OMol25 structures with the same formula, charge and spin (kcal per mole): 59.4
Highest occupied orbital energy (eV): -8.12
SMILES: CCCOc1ccc([C@H]2C(=O)N(C3CCCCCC3)CC(=O)N2Cc2ccco2)cc1OC
Calculated total energy (hartree): -1496.85087